1.
C26H38AsBrNO6STi | wB97M-V/def2-TZVPD

Properties
frontier orbital gap: 7.28 eV
total charge: -1
HOMO level: -5.093 eV

Atoms and positions in Å:
Ti: -0.543 1.687 -1.896
C: 4.255 2.979 2.090
C: 3.804 1.513 2.143
C: 4.758 0.664 1.289
C: 3.917 1.035 3.591
C: 2.382 1.393 1.591
C: 2.119 1.776 0.268
C: 0.864 1.620 -0.276
Br: 1.237 2.575 -3.496
C: -0.171 1.127 0.525
O: -1.281 0.972 -0.232
C: -0.001 0.815 1.882
C: 1.316 0.929 2.354
C: -1.110 0.296 2.799
C: -2.483 0.839 2.384
C: -1.138 -1.236 2.715
C: -0.886 0.706 4.261
H: 5.277 3.082 2.465
H: 3.598 3.602 2.700
H: 4.226 3.367 1.071
H: 5.784 0.744 1.661
H: 4.749 0.985 0.247
H: 4.461 -0.388 1.321
H: 4.951 1.136 3.929
H: 3.633 -0.016 3.691
H: 3.287 1.625 4.258
H: 2.922 2.189 -0.341
H: 1.512 0.643 3.378
H: -2.756 0.505 1.388
H: -2.485 1.931 2.371
H: -3.237 0.498 3.100
H: -1.352 -1.549 1.695
H: -1.915 -1.645 3.369
H: -0.176 -1.664 3.011
H: -0.797 1.791 4.345
H: 0.006 0.254 4.695
H: -1.738 0.384 4.865
C: -2.802 -4.404 0.158
C: -2.857 -3.225 -0.778
C: -3.344 -1.995 -0.349
C: -3.412 -0.913 -1.213
C: -3.011 -1.064 -2.528
C: -2.514 -2.277 -2.974
C: -2.435 -3.349 -2.099
S: -3.112 0.313 -3.649
O: -2.437 -0.120 -4.850
O: -4.524 0.610 -3.768
N: -2.357 1.540 -2.939
C: -3.075 2.817 -3.046
C: -2.364 3.866 -2.202
O: -2.807 4.979 -2.055
O: -1.238 3.432 -1.672
H: -2.756 -4.080 1.197
H: -1.932 -5.033 -0.041
H: -3.690 -5.031 0.046
H: -3.651 -1.873 0.682
H: -3.745 0.056 -0.865
H: -2.179 -2.354 -4.000
H: -2.050 -4.302 -2.447
H: -4.107 2.737 -2.704
H: -3.103 3.197 -4.071
C: 2.948 -0.311 -2.465
As: 1.229 -1.088 -2.148
C: 1.109 -1.747 -0.354
C: 1.106 -2.615 -3.302
O: -0.091 -0.145 -2.539
H: 3.697 -1.030 -2.129
H: 3.016 0.617 -1.907
H: 3.040 -0.097 -3.527
H: 1.665 -2.683 -0.285
H: 0.051 -1.915 -0.157
H: 1.513 -1.010 0.338
H: 2.001 -3.229 -3.202
H: 1.009 -2.253 -4.324
H: 0.220 -3.187 -3.039

Atom charges from the Löwdin analysis, given in e for atoms 1 to 8: Ti 0.83; C -0.05; C -0.56; C -0.06; C -0.08; C -0.19; C -0.09; C -0.19

2.
C4H6O | wB97M-V/def2-TZVPD

Properties
SMILES string: CC1=C[C@H]1O
frontier orbital gap: 10.37 eV
HOMO level: -9.400 eV

Atoms and positions in Å:
C: -0.462 -1.074 0.697
C: 0.269 -0.060 0.282
C: -0.260 -0.970 -0.770
C: 1.077 1.157 0.541
O: -1.518 -0.270 -1.538
H: -1.222 -1.451 1.327
H: 0.454 -1.472 -1.457
H: 0.932 1.852 -0.297
H: 2.195 0.855 0.553
H: 0.797 1.594 1.572
H: -2.262 -0.162 -0.908

Atom charges from the Löwdin analysis, given in e for atoms 1 to 8: C 0.04; C -0.23; C -0.17; C -0.05; O -0.15; H 0.09; H 0.13; H 0.08

3.
C4H9ClN2 | wB97M-V/def2-TZVPD

Properties
SMILES string: NC[C@]1(N)C[C@H]1Cl
frontier orbital gap: 10.19 eV
HOMO level: -9.310 eV

Atoms and positions in Å:
C: -1.866 0.233 -0.458
C: -0.504 0.479 0.172
C: 0.382 1.550 -0.400
C: 0.696 0.121 -0.683
H: -3.228 -1.266 -0.434
H: -1.722 -1.779 -0.706
H: -1.838 0.475 -1.532
H: -2.582 0.918 -0.027
H: -0.884 0.985 2.078
H: -0.848 -0.640 1.766
H: 1.009 2.024 0.313
H: 0.015 2.148 -1.238
H: 0.493 -0.219 -1.690
N: -2.293 -1.122 -0.146
N: -0.379 0.246 1.574
Cl: 2.120 -0.636 -0.018

Atom charges from the Löwdin analysis, given in e for atoms 1 to 8: C -0.23; C -0.55; C -0.09; C -0.66; H 0.05; H 0.09; H 0.12; H 0.11

4.
C13H10Cl3F9MoN5O7S2Si | wB97M-V/def2-TZVPD

Properties
⟨S²⟩: 2.02
frontier orbital gap (alpha / beta): 7.01 / 7.32 eV
total charge: -1
HOMO level (alpha / beta): -5.735 / -6.338 eV
multiplicity: 3

Atoms and positions in Å:
Mo: 0.621 0.367 -0.285
N: -1.299 1.537 -0.439
C: -1.902 1.317 -1.777
C: -0.796 1.219 -2.815
O: -0.986 1.530 -3.982
N: 0.359 0.784 -2.279
C: 1.547 0.828 -3.103
C: 2.770 0.895 -2.205
O: 3.876 1.146 -2.614
O: 2.515 0.631 -0.929
H: -1.987 1.366 0.284
H: -1.060 2.519 -0.350
H: -2.581 2.125 -2.044
H: -2.463 0.384 -1.769
H: 1.534 1.697 -3.763
H: 1.639 -0.059 -3.741
F: -5.577 -0.228 2.991
C: -4.351 -0.392 3.477
F: -4.254 0.260 4.636
F: -4.146 -1.690 3.698
S: -3.083 0.274 2.317
O: -1.818 0.004 2.937
O: -3.466 1.633 2.084
N: -3.382 -0.591 1.031
S: -2.453 -1.534 0.226
O: -3.038 -1.870 -1.028
O: -1.047 -1.124 0.201
C: -2.437 -3.124 1.168
F: -1.749 -2.989 2.305
F: -1.904 -4.086 0.435
F: -3.692 -3.453 1.470
Cl: 0.426 -2.759 -2.606
Si: 1.464 -2.029 -0.947
Cl: 3.469 -2.270 -1.427
Cl: 1.204 -3.544 0.499
N: 4.149 -1.861 6.082
C: 3.596 -1.510 5.139
C: 2.899 -1.070 3.959
C: 3.529 -0.242 3.038
C: 2.824 0.158 1.921
N: 1.552 -0.216 1.699
C: 0.964 -1.033 2.579
C: 1.594 -1.478 3.725
H: 4.549 0.081 3.176
H: 3.279 0.774 1.161
H: -0.045 -1.328 2.358
H: 1.074 -2.134 4.407
F: 2.429 2.768 0.639
C: 1.152 2.470 0.307
F: 0.828 3.396 -0.661
F: 0.412 2.868 1.406

Atom charges from the Löwdin analysis, given in e for atoms 1 to 8: Mo 1.50; N -0.04; C -0.10; C -0.54; O 0.05; N -0.14; C -0.13; C -0.62

5.
C6H12Cl12 | wB97M-V/def2-TZVPD

Properties
⟨S²⟩: 0.75
frontier orbital gap (alpha / beta): 9.61 / 1.94 eV
total charge: +1
HOMO level (alpha / beta): -12.934 / -12.918 eV
multiplicity: 2

Atoms and positions in Å:
C: -1.790 3.742 -1.353
Cl: -0.439 4.865 -1.677
Cl: -3.028 4.585 -0.419
H: -2.239 3.510 -2.318
H: -1.450 2.937 -0.701
C: -2.254 1.299 2.740
Cl: -1.257 2.555 2.071
Cl: -2.019 -0.234 1.814
H: -2.139 1.276 3.824
H: -3.272 1.682 2.665
C: 0.639 -4.679 0.827
Cl: 0.697 -5.306 -0.910
Cl: 2.189 -4.919 1.645
H: 0.398 -3.617 0.779
H: -0.117 -5.236 1.380
C: 0.271 -0.966 -0.722
Cl: 1.626 -0.341 0.263
Cl: -0.265 0.422 -1.737
H: 0.753 -1.720 -1.345
H: -0.500 -1.392 -0.080
C: 0.053 0.217 -4.919
Cl: -1.344 1.266 -5.326
Cl: 1.177 -0.228 -6.285
H: 0.603 0.757 -4.148
H: -0.339 -0.673 -4.428
C: 2.712 0.018 3.613
Cl: 4.401 -0.651 3.730
Cl: 2.168 1.069 4.943
H: 2.713 0.584 2.682
H: 2.052 -0.821 3.392

Atom charges from the Löwdin analysis, given in e for atoms 1 to 8: C -0.92; Cl 0.67; Cl 0.78; H 0.06; H -0.02; C -0.95; Cl 0.65; Cl 0.56

6.
C5H2Cl4NO2 | wB97M-V/def2-TZVPD

Properties
frontier orbital gap (alpha / beta): 6.13 / 6.82 eV
total charge: -1
HOMO level (alpha / beta): -4.308 / -4.739 eV

Atoms and positions in Å:
C: -1.703 0.190 -0.281
C: -0.526 -0.521 -0.495
C: 1.853 -1.515 1.272
C: -2.011 1.352 0.355
C: 1.829 -0.406 -0.152
N: 0.734 0.003 -0.594
O: 2.903 -1.433 1.877
O: 0.738 -2.016 1.298
Cl: -3.697 1.563 0.517
Cl: -1.000 2.748 0.551
Cl: 3.305 -0.013 -0.766
Cl: 0.765 1.863 -2.115
H: -2.683 -0.278 -0.476
H: -0.508 -1.538 -0.990

Atom charges from the Löwdin analysis, given in e for atoms 1 to 8: C -0.24; C -0.14; C -0.65; C -1.12; C -0.68; N -0.14; O 0.00; O 0.00